Molecular formula: C2H5IO
Method: DFT, ωB97M-V/def2-TZVPD

Summary:
Frontier orbital gap   9.839 eV
HOMO   -9.320 eV

XYZ file:
```
9
Properties=species:S:1:pos:R:3:mulliken_charge:R:1
C -0.21 1.25 -0.21 -0.482
C 0.65 0.57 0.58 -0.728
I 2.45 -0.17 -0.22 0.111
H 0.02 1.59 -1.17 0.287
H -1.12 1.49 0.26 0.266
H 0.53 0.39 1.61 0.494
O -0.97 -1.58 -0.56 -0.615
H -0.26 -1.11 -0.05 0.381
H -1.10 -2.43 -0.24 0.286
```

---

Molecular formula: C2H5IO
Method: DFT, ωB97M-V/def2-TZVPD

Summary:
Frontier orbital gap (alpha / beta)   8.050 / 8.039 eV
HOMO (alpha / beta)   -8.305 / -8.296 eV

XYZ file:
```
9
Properties=species:S:1:pos:R:3:mulliken_charge:R:1
C -0.55 0.89 0.32 -1.074
C 0.17 -0.30 -0.15 -0.120
O -0.04 -0.71 -1.38 -0.416
I 0.13 -1.78 1.31 0.063
H -1.58 0.57 0.52 0.398
H -0.27 1.09 1.44 0.307
H -0.61 1.84 -0.30 0.301
H 2.15 -0.06 -0.18 0.115
H 0.59 -1.55 -1.57 0.425
```

---

Molecular formula: C2H5IO
Method: DFT, ωB97M-V/def2-TZVPD

Summary:
Frontier orbital gap (alpha / beta)   7.518 / 8.773 eV
HOMO (alpha / beta)   -7.863 / -8.293 eV

XYZ file:
```
9
Properties=species:S:1:pos:R:3:mulliken_charge:R:1
C 0.21 0.12 -1.17 -0.363
C -0.25 -0.31 1.43 -0.870
O 0.94 1.23 -1.07 -0.377
I 0.20 1.63 2.05 0.035
H -0.93 0.11 -1.28 0.288
H 0.64 -0.67 -0.53 0.330
H 0.34 -1.11 2.00 0.321
H -1.30 -0.29 1.44 0.332
H 0.40 2.02 -0.94 0.304
```

---

Table of ΔE to the lowest compared entry with this formula, charge and spin (kcal per mole), in record order: 22.67; 86.79; 94.54